DFT (ωB97M-V with the def2-TZVPD basis set) results for a 14-piece molecular cluster, C16H60N14O14 overall at a distorted geometry.

Last column: Mulliken charge in e.
CARTESIAN COORDINATES (ANGSTROEM)
C -0.58488 -5.29056 1.95208  -1.264
C -0.47888 -4.18956 0.94708  0.076
O -0.82088 -3.00756 1.59108  -0.595
H -1.54088 -5.26456 2.43608  0.344
H 0.16812 -5.19456 2.67108  0.412
H -0.63788 -6.32756 1.45908  0.329
H -1.22888 -4.55756 0.26408  0.350
H 0.39912 -4.27856 0.32808  0.186
H -1.47888 -2.52956 1.04508  -0.011
C 0.90412 3.17144 -1.81092  0.245
C 1.42612 3.80844 -3.08292  -0.857
O 2.29912 4.85244 -2.80592  -0.532
H 0.38012 2.21944 -2.08092  -0.524
H 0.11412 3.75844 -1.36892  0.419
H 1.67412 2.94744 -1.08592  0.403
H 0.57512 4.09244 -3.70192  0.125
H 2.07812 3.23644 -3.72292  0.391
H 2.98312 4.74644 -3.47692  0.351
C -2.23988 3.05544 -2.49292  -0.125
O -2.49688 2.13844 -1.49792  -0.498
N -2.09288 2.77044 -3.73792  -0.292
N -2.23888 4.32644 -2.36992  -0.340
H -2.06488 1.77944 -3.93392  0.292
H -1.65288 3.39244 -4.33792  0.244
H -2.12788 4.46644 -1.31392  0.437
H -1.74188 5.00544 -2.95692  0.293
C -4.00888 0.47344 1.01008  0.454
O -2.94288 0.16344 0.35508  -0.571
N -3.89688 1.60444 1.62708  -0.247
N -4.98588 -0.33756 1.37408  -0.430
H -3.13488 2.12344 1.24708  -0.127
H -4.63188 2.20644 1.78408  0.319
H -5.22788 -1.05256 0.70708  0.264
H -5.67788 -0.12556 2.13408  0.219
C -0.46588 1.00744 3.61308  0.238
O 0.88112 0.83544 3.83908  -0.626
N -1.18688 1.85644 4.27808  -0.420
N -1.13288 0.43744 2.66608  -0.151
H -0.64888 2.33444 5.04708  0.297
H -2.25388 1.80644 4.40008  0.263
H -0.53388 -0.10956 2.05608  -0.007
H -2.09488 0.64544 2.35108  0.336
C 1.29212 -2.94956 4.50808  0.496
O 1.86512 -2.76556 5.79408  -0.792
N 1.84612 -3.77256 3.61808  -0.495
N 0.26412 -2.28356 4.15508  0.073
H 2.55412 -4.46856 3.82408  0.325
H 1.38412 -3.88456 2.71208  -0.063
H -0.19188 -1.46356 4.56708  0.133
H -0.23388 -2.47356 3.18808  0.240
C -2.50588 -2.31656 -2.07092  -0.044
O -2.39688 -2.61856 -0.70792  -0.606
N -1.52688 -2.44656 -2.88492  -0.256
N -3.62788 -2.06356 -2.73992  -0.356
H -0.68188 -2.72056 -2.37392  0.286
H -1.52288 -2.48956 -3.97092  0.349
H -4.29088 -1.58856 -2.11392  0.314
H -3.58988 -1.77056 -3.75492  0.268
C 3.70212 -1.98656 1.25408  0.321
O 2.50812 -2.23556 0.54608  -0.639
N 4.60212 -1.21156 0.79808  -0.201
N 4.03812 -2.62756 2.32208  -0.407
H 4.39512 -0.72556 -0.07692  0.152
H 5.53612 -1.44356 1.01908  0.218
H 3.18612 -3.02456 2.82908  0.159
H 4.74812 -2.33256 2.96908  0.270
C -1.62288 3.86244 1.14308  0.550
O -1.81488 4.79544 0.14608  -0.856
N -1.37688 2.60544 0.84108  1.740
N -1.68988 4.16644 2.43408  -0.238
H -1.55188 2.30044 -0.16292  -0.963
H -1.02888 1.90844 1.55208  -0.823
H -1.81688 5.17144 2.61108  0.267
H -1.56688 3.52044 3.18308  0.233
C -0.12988 0.26444 -4.24792  -0.701
O -1.46688 0.14044 -3.94592  -0.738
H 0.06512 -0.65556 -4.69292  0.495
H 0.59512 0.54144 -3.47892  -0.091
H -0.00788 0.91544 -5.07692  0.522
H -1.54488 -0.63156 -3.37192  0.527
C -0.06088 -0.33056 -0.57292  1.329
O 0.52912 -0.45056 0.69408  2.981
H -0.59188 0.57244 -0.74692  -0.418
H -0.60088 -1.18456 -0.87692  -0.134
H 0.72212 -0.33656 -1.31792  -0.726
H 0.93612 -1.29256 0.69808  -1.236
C 1.41212 -2.50956 -3.13192  -0.586
O 1.10312 -3.08156 -1.86492  -0.663
H 0.78312 -2.93156 -3.90892  0.462
H 2.45612 -2.82456 -3.37392  0.425
H 1.48012 -1.40056 -3.19792  -0.163
H 1.57712 -2.73156 -1.08492  0.145
C 2.98612 1.86644 1.94508  -0.469
O 1.67812 2.06644 1.38808  -0.493
H 2.93212 1.01844 2.68208  0.102
H 3.32812 2.64344 2.59708  0.386
H 3.66312 1.61944 1.24208  -0.043
H 1.15912 1.28244 1.20708  -0.045
C 3.16412 0.39444 -1.51992  -0.460
O 4.44712 0.91144 -1.27692  -0.714
H 2.66212 1.08444 -2.17392  0.053
H 2.61512 0.38944 -0.59392  0.127
H 3.17612 -0.61056 -2.00292  0.413
H 4.41712 1.59744 -0.55592  0.390

Output
Max |F|, hartree/bohr: 0.19663
HOMO energy, eV: -8.3
Lowest unoccupied orbital energy, hartree: 0.00575
Frontier orbital gap, eV: 8.41

DFT (ωB97M-V with the def2-TZVPD basis set) results for a 14-piece molecular cluster, C16H64N4O14 overall at a distorted geometry.

Last column: Mulliken spin population.
CARTESIAN COORDINATES (ANGSTROEM)
C -0.12746 -4.75170 -1.35969  0.091
C -0.07865 -5.12539 -2.85393  0.041
C -1.33127 -4.75795 -3.69581  0.012
O -2.24581 -5.81349 -3.41958  0.002
C -3.68432 -5.50565 -3.58471  -0.001
N 1.05414 -4.26692 -3.31287  0.812
H -0.98667 -5.23289 -0.89244  0.016
H -0.21661 -3.66966 -1.26303  0.023
H 0.74799 -5.20019 -0.89007  -0.001
H 0.25811 -6.15755 -2.95063  0.036
H -1.15648 -4.73481 -4.77146  -0.004
H -1.71891 -3.82590 -3.28458  -0.007
H -3.95179 -4.77972 -2.81686  0.001
H -4.33037 -6.37781 -3.48449  0.000
H -3.82428 -5.23528 -4.63132  0.000
H 0.73756 -3.33756 -3.54986  -0.007
H 1.65579 -4.01331 -2.54228  -0.014
C -6.49675 0.21179 2.64372  0.000
C -5.48791 -0.55853 1.76987  0.000
C -5.92531 -1.23711 0.47278  0.000
O -4.70852 -1.83721 -0.16858  0.000
C -4.88854 -1.88255 -1.58217  0.000
N -4.41622 0.41886 1.50867  0.000
H -7.00548 0.97022 2.04867  0.000
H -5.93138 0.63965 3.47160  0.000
H -7.23566 -0.39185 3.17073  0.000
H -5.04914 -1.35472 2.37125  0.000
H -6.35263 -0.48802 -0.19382  0.000
H -6.72173 -1.95932 0.65235  0.000
H -3.90630 -2.23160 -1.90074  0.000
H -5.03722 -0.86707 -1.94932  0.000
H -5.70856 -2.54952 -1.84828  0.000
H -3.74090 -0.16821 1.04027  0.000
H -4.00198 0.72220 2.37844  0.000
C 0.15271 2.51775 0.26813  0.000
C 0.33814 1.01102 0.71287  0.000
C -0.80496 0.07633 0.38330  0.000
O -0.66132 -1.29503 0.50833  0.000
C -0.47520 -1.84264 1.85083  0.000
N 1.59401 0.59838 0.19168  0.000
H 0.91694 3.21717 0.60705  0.000
H -0.78024 2.83077 0.73688  0.000
H -0.00198 2.73312 -0.78912  0.000
H 0.19366 0.83874 1.77943  0.000
H -0.81944 0.11604 -0.70588  0.000
H -1.81072 0.45988 0.55491  0.000
H 0.36172 -1.40587 2.39570  0.000
H -0.23471 -2.87864 1.61211  0.001
H -1.41831 -1.84746 2.39728  0.000
H 1.73168 -0.30677 0.61814  0.000
H 2.17322 1.18967 0.77046  0.000
C 4.72985 3.21116 -0.01678  0.000
C 5.45015 2.60361 -1.13195  0.000
C 6.96627 2.55161 -0.86340  0.000
O 7.09285 1.72131 0.31662  0.000
C 8.38418 1.62975 0.85883  0.000
N 4.92837 1.34593 -1.46933  0.000
H 5.00424 4.26418 0.04607  0.000
H 4.84655 2.80771 0.98906  0.000
H 3.65695 3.31512 -0.17861  0.000
H 5.35632 3.35228 -1.91858  0.000
H 7.33839 3.57030 -0.75427  0.000
H 7.46109 1.97802 -1.64714  0.000
H 8.34015 0.78998 1.55234  0.000
H 8.68546 2.49056 1.45577  0.000
H 9.17389 1.35641 0.15901  0.000
H 4.87289 0.81198 -0.61380  0.000
H 5.56230 0.93927 -2.14227  0.000
O 2.79629 -2.13593 -0.00900  0.000
H 2.69163 -1.60607 -0.79927  0.000
H 3.69518 -2.46158 -0.05570  0.000
O 1.39756 -4.72103 3.20527  0.000
H 1.65580 -4.02936 2.59606  0.000
H 1.29850 -4.27523 4.04650  0.000
O 2.23337 4.66384 2.34777  0.000
H 3.00074 5.05855 1.93354  0.000
H 1.49435 4.96233 1.81769  0.000
O 0.85088 -2.37027 4.85340  0.000
H 1.31855 -1.71930 5.37661  0.000
H -0.07449 -2.16289 4.98347  0.000
O 1.62876 4.64946 -2.66981  0.000
H 1.78777 3.70949 -2.58383  0.000
H 0.67649 4.73666 -2.62715  0.000
O -2.61015 4.71772 0.60227  0.000
H -2.90103 5.52185 0.17216  0.000
H -3.40880 4.20148 0.71132  0.000
O -2.63674 1.88080 3.14218  0.000
H -2.73144 1.79296 4.09063  0.000
H -1.88815 2.46648 3.02897  0.000
O -4.32387 1.53016 -1.38887  0.000
H -4.52571 2.14807 -0.68625  0.000
H -3.68565 0.92941 -1.00416  0.000
O 0.11292 5.86477 0.75595  0.000
H 0.03329 6.70448 0.30344  0.000
H -0.76188 5.47984 0.70324  0.000
O 1.94826 1.84360 -2.29671  0.000
H 1.54642 1.42499 -1.53545  0.000
H 2.88943 1.79193 -2.13008  0.000

Output
Multiplicity: 2
Net charge: +1
<S²>: 0.754
Max |F|, hartree/bohr: 0.09316
HOMO energy (spin up / spin down), eV: -11.1 / -11.1
Lowest unoccupied orbital energy (spin up / spin down), hartree: -0.10851 / -0.30863
Frontier orbital gap (spin up / spin down), eV: 8.12 / 2.68

| no. | electronic energy (hartree) |
| --- | --- |
| 1 | -2465.425072 |
| 2 | -1919.898885 |